Record 1
{
  "formula": "C32H38BCl40FN3O3",
  "method": "ωB97M-V with the def2-TZVPD basis set",
  "charge": 1,
  "largest_force_ev_per_a": 8.083,
  "e_lumo_ev": -4.77,
  "orbital_gap_ev": 6.7366,
  "homo_energy_ev": -11.50,
  "energy_ev": -548681.36905,
  "species": ["C", "C", "C", "C", "C", "F", "C", "B", "O", "N", "C", "C", "N", "C", "C", "C", "C", "C", "O", "C", "C", "C", "C", "O", "C", "C", "C", "C", "N", "C", "H", "H", "H", "H", "H", "H", "H", "H", "H", "H", "H", "H", "H", "H", "H", "H", "H", "H", "H", "H", "H", "H", "H", "H", "H", "H", "H", "H", "H", "H", "H", "H", "H", "H", "H", "H", "H", "H", "C", "Cl", "Cl", "Cl", "Cl", "C", "Cl", "Cl", "Cl", "Cl", "C", "Cl", "Cl", "Cl", "Cl", "C", "Cl", "Cl", "Cl", "Cl", "C", "Cl", "Cl", "Cl", "Cl", "C", "Cl", "Cl", "Cl", "Cl", "C", "Cl", "Cl", "Cl", "Cl", "C", "Cl", "Cl", "Cl", "Cl", "C", "Cl", "Cl", "Cl", "Cl", "C", "Cl", "Cl", "Cl", "Cl"],
  "xyz": [[0.46, 2.59, 2.47], [-0.85, 1.87, 1.76], [-2.11, 2.12, 2.83], [-1.27, 2.54, 0.32], [-0.81, 1.69, -1.00], [-0.90, 2.75, -2.08], [0.83, 1.50, -0.90], [2.05, 2.61, -0.81], [1.79, 4.03, -0.37], [3.53, 2.29, -1.09], [3.69, 1.40, -2.31], [4.33, 3.53, -1.40], [1.04, 0.14, -0.91], [-0.22, -0.69, -1.02], [-0.28, -1.76, 0.22], [0.89, -2.92, -0.10], [1.37, -3.61, 1.35], [0.10, -4.16, 2.25], [-0.69, -5.11, 1.44], [-1.57, 0.24, -1.33], [-2.83, -0.14, -0.35], [-4.19, 0.76, -0.58], [-4.80, 1.15, 0.91], [-4.03, 1.91, -1.48], [-1.84, -0.13, -2.92], [-3.18, -0.93, -3.36], [-3.20, -1.16, -4.97], [-1.98, -0.62, -5.86], [-0.71, 0.07, -5.51], [-0.75, 0.26, -4.03], [0.45, 2.45, 3.66], [1.49, 2.13, 2.12], [0.43, 3.76, 2.28], [-0.75, 0.71, 1.67], [-2.81, 3.02, 2.50], [-2.72, 1.11, 3.00], [-1.72, 2.42, 3.91], [-2.41, 2.81, 0.36], [-0.70, 3.58, 0.26], [1.60, 4.61, -1.17], [3.81, 0.29, -1.90], [4.60, 1.66, -2.99], [2.71, 1.36, -2.98], [4.43, 4.26, -0.48], [3.86, 4.06, -2.36], [5.44, 3.16, -1.65], [1.98, -0.32, -0.87], [0.06, -1.41, -1.94], [0.07, -1.27, 1.25], [-1.28, -2.35, 0.33], [1.86, -2.48, -0.57], [0.39, -3.73, -0.78], [2.17, -4.42, 1.08], [1.91, -2.77, 2.00], [-0.53, -3.25, 2.65], [0.52, -4.71, 3.21], [-1.43, -4.53, 1.05], [-3.12, -1.28, -0.59], [-2.57, -0.13, 0.81], [-4.99, 0.03, -1.06], [-4.49, 2.22, 1.27], [-5.99, 1.06, 0.87], [-4.47, 0.38, 1.75], [-4.01, 1.62, -2.45], [-4.05, -1.30, -2.67], [-4.11, -1.72, -5.47], [-2.10, -0.81, -7.04], [0.22, 0.81, -3.60], [-2.66, 3.62, 6.86], [-1.02, 3.09, 6.38], [-3.09, 5.09, 5.94], [-3.83, 2.33, 6.50], [-2.68, 3.98, 8.60], [-2.42, -1.88, 5.17], [-1.23, -3.14, 5.56], [-2.25, -0.53, 6.32], [-2.15, -1.30, 3.51], [-4.07, -2.56, 5.30], [2.11, -0.61, 7.38], [0.99, 0.72, 7.03], [2.75, -1.27, 5.85], [3.46, -0.01, 8.38], [1.25, -1.90, 8.26], [0.73, -4.15, -4.18], [2.50, -4.15, -3.97], [-0.04, -4.73, -2.68], [0.17, -2.50, -4.54], [0.29, -5.23, -5.52], [7.39, 5.35, -3.42], [7.80, 3.67, -2.99], [6.69, 6.17, -1.99], [8.86, 6.21, -3.93], [6.20, 5.36, -4.74], [-3.51, 6.06, -0.62], [-1.75, 6.07, -0.42], [-4.29, 5.49, 0.88], [-4.08, 7.72, -0.99], [-3.95, 4.98, -1.97], [7.81, 5.51, -8.60], [8.56, 6.85, -9.51], [8.50, 3.96, -9.16], [8.13, 5.72, -6.86], [6.05, 5.51, -8.89], [-1.85, -9.02, -5.79], [-0.65, -10.29, -5.40], [-1.67, -7.67, -4.65], [-1.57, -8.44, -7.45], [-3.49, -9.70, -5.67], [-0.02, -12.91, -2.37], [-1.47, -13.13, -3.39], [1.44, -13.12, -3.37], [-0.03, -11.28, -1.67], [-0.02, -14.12, -1.07], [-1.11, 3.39, 12.25], [-2.23, 4.73, 11.90], [-0.47, 2.73, 10.72], [0.24, 4.00, 13.24], [-1.97, 2.11, 13.13]],
  "mulliken_charge": [-0.6757, 2.3489, 0.6185, -0.7716, 1.3430, -0.5213, -1.1781, 0.6303, -0.4200, -0.1958, -0.7055, -0.7546, 0.7349, -0.2373, 0.0847, 0.6629, -0.6866, 0.2930, -0.5475, 2.6530, -0.0123, -0.3431, -0.6452, -0.4156, 0.1633, -0.3514, -0.5052, -0.1957, -0.3999, -0.4005, 0.1638, 0.1503, 0.2296, -1.9769, 0.0170, -0.1630, -0.6408, 0.0198, 0.1209, 0.2911, 0.1747, 0.3726, 0.1750, 0.2460, 0.3125, 0.2449, 0.2955, -0.6300, -0.0385, -0.1441, 0.2434, -0.6263, 0.3945, 0.2338, -0.4133, 0.3461, 0.3340, 0.6587, -0.8745, 0.3590, 0.0269, 0.3875, 0.1225, 0.3543, 0.2593, 0.3125, 0.3150, 0.0005, 0.2069, -0.0993, -0.0888, -0.0886, -0.0162, 0.1277, -0.0708, 0.0196, -0.0600, -0.0943, 0.1880, 0.0627, -0.0812, -0.0915, -0.0807, 0.3484, -0.0979, -0.2316, 0.0217, -0.0683, 0.4034, -0.1041, -0.0981, -0.1101, -0.0933, 0.3049, -0.0864, -0.1012, -0.0891, -0.0536, 0.3026, -0.0924, -0.0950, -0.0070, -0.1121, 0.2810, -0.0258, -0.0329, -0.1022, -0.1014, 0.3118, -0.0704, -0.0859, -0.0685, -0.1003, 0.3187, -0.1051, -0.0391, -0.0910, -0.0868]
}

Record 2
{
  "formula": "C32H38BN8O12P2",
  "method": "ωB97M-V with the def2-TZVPD basis set",
  "charge": 1,
  "largest_force_ev_per_a": 5.071,
  "e_lumo_ev": -3.21,
  "relative_energy_ev": 0.352,
  "orbital_gap_ev": 7.8095,
  "homo_energy_ev": -11.02,
  "energy_ev": -89529.83749,
  "species": ["C", "C", "C", "C", "C", "N", "P", "N", "O", "O", "C", "N", "B", "O", "O", "N", "P", "C", "C", "H", "H", "H", "H", "H", "H", "H", "H", "H", "H", "H", "H", "H", "H", "H", "H", "H", "H", "C", "C", "C", "C", "C", "C", "N", "O", "O", "H", "H", "H", "H", "H", "C", "C", "C", "C", "C", "C", "N", "O", "O", "H", "H", "H", "H", "H", "C", "C", "C", "C", "C", "C", "N", "O", "O", "H", "H", "H", "H", "H", "C", "C", "C", "C", "C", "C", "N", "O", "O", "H", "H", "H", "H", "H"],
  "xyz": [[-5.40, -0.40, 4.86], [-4.39, 0.22, 5.02], [-3.14, 1.01, 5.11], [-2.82, 1.65, 3.75], [-2.24, 0.78, 2.65], [-1.76, 1.76, 1.59], [-3.03, 1.63, 0.39], [-3.04, 0.19, -0.16], [-4.53, 1.92, 0.99], [-2.77, 2.58, -0.91], [-1.64, 2.94, 2.33], [-1.16, 4.09, 1.94], [-0.57, 4.32, 0.56], [0.70, 3.94, 0.33], [-1.33, 4.94, -0.38], [-2.07, 2.95, 3.67], [-0.78, 2.97, 4.92], [0.27, 1.44, 4.88], [0.40, 4.36, 4.66], [-6.28, -0.83, 4.45], [-3.28, 1.82, 5.83], [-2.37, 0.33, 5.49], [-3.83, 1.96, 3.41], [-3.08, 0.13, 2.39], [-1.46, 0.06, 2.92], [-3.95, -0.21, 0.02], [-4.90, 2.63, 0.43], [-1.91, 2.37, -1.31], [-1.15, 4.88, 2.57], [1.11, 4.55, -0.29], [-1.88, 5.64, -0.01], [-0.28, 0.52, 4.66], [1.04, 1.56, 4.11], [0.74, 1.29, 5.87], [0.92, 4.22, 3.69], [1.18, 4.27, 5.42], [-0.06, 5.35, 4.63], [5.53, -0.97, 1.36], [5.98, -0.65, 2.63], [5.09, -0.60, 3.69], [3.76, -0.89, 3.46], [3.29, -1.20, 2.20], [4.18, -1.24, 1.14], [2.82, -0.87, 4.59], [3.25, -0.57, 5.69], [1.66, -1.15, 4.37], [6.23, -1.00, 0.53], [7.03, -0.43, 2.79], [5.45, -0.35, 4.68], [2.25, -1.42, 2.03], [3.83, -1.49, 0.15], [-1.03, 1.90, -4.23], [0.28, 2.11, -4.64], [1.06, 1.02, -5.03], [0.51, -0.25, -5.01], [-0.79, -0.46, -4.60], [-1.56, 0.62, -4.21], [1.32, -1.39, -5.44], [2.47, -1.17, -5.78], [0.80, -2.48, -5.45], [-1.63, 2.75, -3.93], [0.70, 3.10, -4.66], [2.08, 1.18, -5.35], [-1.22, -1.46, -4.57], [-2.58, 0.48, -3.88], [5.89, -3.31, -6.57], [5.48, -2.00, -6.35], [6.41, -1.00, -6.19], [7.76, -1.31, -6.25], [8.19, -2.61, -6.46], [7.25, -3.61, -6.62], [8.76, -0.24, -6.10], [8.35, 0.89, -5.90], [9.93, -0.54, -6.19], [5.16, -4.09, -6.70], [4.42, -1.77, -6.31], [6.09, 0.02, -6.02], [9.24, -2.85, -6.50], [7.57, -4.63, -6.78], [-7.89, -4.94, 0.96], [-8.31, -3.63, 1.15], [-7.37, -2.62, 1.28], [-6.02, -2.94, 1.22], [-5.60, -4.25, 1.04], [-6.54, -5.25, 0.91], [-5.03, -1.87, 1.34], [-5.43, -0.73, 1.52], [-3.86, -2.17, 1.26], [-8.63, -5.73, 0.84], [-9.36, -3.40, 1.18], [-7.70, -1.60, 1.43], [-4.55, -4.49, 1.00], [-6.22, -6.27, 0.76]],
  "mulliken_charge": [0.2155, -1.1491, -0.4450, 0.0883, 0.0745, 0.2756, 0.5776, -0.6049, -0.3857, -0.4117, -0.4215, 0.2779, 0.4452, -0.4840, -0.5076, -0.0801, -0.1908, -0.9976, -0.9526, 0.4670, 0.5297, 0.2538, 0.4924, -0.4035, 0.5680, 0.0970, 0.2966, 0.2863, 0.3892, 0.3412, 0.3206, 0.2887, 0.3281, 0.5770, 0.2569, 0.3931, 0.3527, -0.4144, -0.4742, -0.3598, 0.1390, -0.2967, -0.5494, 1.0455, -0.6021, -0.5995, 0.3949, 0.3816, 0.4564, 0.4724, 0.4166, -0.6588, -0.6102, -0.2414, 0.0934, -0.3851, -0.4294, 1.0438, -0.6513, -0.6041, 0.6276, 0.4103, 0.5022, 0.4598, 0.3923, -0.5890, -0.3143, -0.4706, 0.1128, -0.4516, -0.3424, 1.0111, -0.6125, -0.6018, 0.4061, 0.6150, 0.4566, 0.4447, 0.3844, -0.4135, -0.5974, -0.1540, 0.0708, -0.2956, -0.5507, 0.8826, -0.6123, -0.5272, 0.3893, 0.3842, 0.4351, 0.4414, 0.3810]
}

- Number 2 is which compound?
  C32H38BN8O12P2